# 1
36
Properties=species:S:1:pos:R:3:nbo_charge:R:1 method="wB97M-V/def2-TZVPD" relative_energy_ev=0.385 multiplicity=1 charge=0 smiles=CN(C)CCCCN.O.O.O.O homo_lumo_gap_ev=9.80 energy_ev=-17781.47757 homo_energy_ev=-9.078
C -0.3253 -0.6092 1.7156 -0.436
N -1.4609 -0.5668 0.7625 -0.495
C -2.7137 -0.8828 1.4555 -0.409
C -1.5389 0.7556 0.0934 -0.236
C -1.1021 0.6338 -1.4046 -0.406
C 0.3943 0.4349 -1.6035 -0.432
C 1.3172 1.3709 -0.7931 -0.233
N 1.0039 2.8207 -0.8967 -0.877
H 0.6050 -0.5428 1.1281 0.221
H -0.2997 -1.5459 2.2228 0.199
H -0.3518 0.2866 2.4411 0.203
H -3.5370 -0.9227 0.6814 0.198
H -2.6261 -1.8587 1.9126 0.201
H -2.9992 -0.1921 2.2784 0.179
H -0.9526 1.5098 0.6210 0.205
H -2.5552 1.1623 0.0899 0.200
H -1.6641 -0.1670 -1.8963 0.200
H -1.3676 1.5473 -1.9218 0.197
H 0.6675 -0.6086 -1.4214 0.208
H 0.6608 0.5899 -2.6720 0.201
H 1.1826 1.0885 0.3095 0.193
H 2.3995 1.2240 -1.0335 0.231
H -0.0162 2.9754 -0.9730 0.352
H 1.4328 3.2218 -1.7093 0.364
O 0.5986 2.7566 2.2309 -0.966
H 0.8318 2.8767 1.3019 0.492
H 1.3963 2.8632 2.7322 0.471
O 2.9527 -0.7616 0.1476 -1.005
H 3.8837 -0.9594 0.0274 0.464
H 2.4761 -1.5480 -0.3004 0.501
O -0.8351 -2.7926 -0.9364 -0.971
H -1.0060 -2.0356 -0.3576 0.507
H -1.1717 -2.5364 -1.7874 0.476
O 1.8449 -2.9382 -0.9418 -0.976
H 0.8573 -2.8925 -0.9605 0.506
H 2.0182 -3.7571 -0.5429 0.475

---

# 2
92
Properties=species:S:1:pos:R:3:lowdin_charge:R:1 method="wB97M-V/def2-TZVPD" multiplicity=1 charge=0 smiles=C1CCOC1.C1CCOC1.C1CCOC1.C1CCOC1.ClCCl.ClCCl.OCCO.OCCO.OCCO homo_lumo_gap_ev=9.90 energy_ev=-96324.77841 homo_energy_ev=-9.487
C -3.9792 2.4053 2.9306 -0.156
C -3.0167 3.5683 2.6850 -0.167
C -1.7978 2.8562 2.3262 -0.197
O -2.1897 1.5925 1.7572 -0.169
C -3.5863 1.4392 1.8652 -0.212
H -5.0429 2.6394 2.8863 0.122
H -3.7806 1.8624 3.8547 0.119
H -2.8432 4.2732 3.4981 0.122
H -3.4088 4.1701 1.8652 0.106
H -1.2552 2.6711 3.2533 0.127
H -1.1142 3.3278 1.6202 0.107
H -3.9032 0.4474 2.1879 0.137
H -4.0329 1.7745 0.9292 0.096
C 5.5035 -0.1762 0.9042 -0.180
C 4.9977 -1.3275 1.6483 -0.188
C 3.5013 -1.1529 1.4115 -0.214
O 3.4200 -0.7735 0.0537 -0.162
C 4.5290 0.0380 -0.2666 -0.198
H 6.5144 -0.3201 0.5228 0.116
H 5.4957 0.6938 1.5609 0.117
H 5.1771 -1.3174 2.7234 0.119
H 5.3604 -2.3047 1.3295 0.119
H 3.1772 -0.3858 2.1148 0.121
H 2.9077 -2.0320 1.6626 0.123
H 4.2175 1.0715 -0.4175 0.103
H 4.9549 -0.3289 -1.2005 0.095
C 1.2335 -5.3210 -0.9331 -0.158
C -0.2934 -5.3578 -0.8928 -0.156
C -0.7442 -4.3748 -1.9767 -0.204
O 0.2882 -3.4146 -2.0292 -0.157
C 1.5427 -4.0744 -1.7403 -0.185
H 1.5597 -6.2175 -1.4605 0.106
H 1.6763 -5.3766 0.0613 0.110
H -0.7575 -4.9918 0.0231 0.107
H -0.6719 -6.3708 -1.0293 0.110
H -1.6914 -3.9425 -1.6542 0.112
H -0.8712 -4.8611 -2.9439 0.123
H 2.0884 -3.3365 -1.1522 0.106
H 2.1083 -4.3909 -2.6166 0.116
C 2.4144 4.4183 -0.2917 -0.177
C 2.8170 3.9648 -1.6523 -0.159
C 1.5328 3.5748 -2.3667 -0.187
O 0.5414 3.7389 -1.3887 -0.165
C 0.9733 4.7200 -0.4662 -0.195
H 2.9127 5.3427 0.0005 0.120
H 2.5762 3.6934 0.5061 0.116
H 3.4953 3.1118 -1.6739 0.096
H 3.3222 4.8301 -2.0815 0.117
H 1.5952 2.5347 -2.6868 0.069
H 1.4353 4.1417 -3.2927 0.127
H 0.5033 4.6243 0.5126 0.115
H 0.6774 5.7078 -0.8197 0.130
Cl 3.4447 0.2829 -3.6816 0.537
C 2.1255 -0.8593 -3.3662 -0.969
Cl 0.5958 -0.0252 -3.6919 0.581
H 2.2493 -1.6559 -4.0999 0.033
H 2.1257 -1.1541 -2.3168 0.005
Cl -3.0686 5.7301 -1.5300 0.487
C -3.3735 3.9716 -1.3480 -0.991
Cl -5.1093 3.7577 -1.0015 0.509
H -3.1732 3.4885 -2.3044 0.023
H -2.7281 3.5401 -0.5829 0.011
O -0.7587 1.4848 -0.7239 -0.098
C 0.3448 0.7176 -0.2566 -0.211
C 0.0037 -0.7074 0.1394 -0.175
O -0.9171 -0.8530 1.2344 -0.068
H -0.3985 2.2788 -1.1256 0.046
H 1.0817 0.6640 -1.0580 0.081
H 0.7750 1.2564 0.5876 0.128
H 0.9305 -1.2215 0.3938 0.105
H -0.4604 -1.2297 -0.6972 0.108
H -1.3599 -0.0013 1.2413 0.051
O -2.8156 -0.1766 -1.4569 -0.061
C -3.1562 0.0850 -2.7896 -0.255
C -3.9358 -1.1011 -3.3842 -0.251
O -3.1897 -2.2658 -3.4465 -0.065
H -2.1246 0.3839 -1.0962 0.027
H -3.8019 0.9555 -2.9052 0.100
H -2.2884 0.3360 -3.3996 0.088
H -4.3855 -0.8940 -4.3553 0.124
H -4.6827 -1.3784 -2.6404 0.118
H -2.7850 -2.3735 -2.5827 0.056
O -1.5364 -2.7250 2.9188 -0.103
C -0.7421 -2.3186 4.0649 -0.201
C -0.9204 -3.4333 5.1901 -0.233
O -0.4375 -4.6382 4.6359 -0.079
H -1.4515 -2.0000 2.2953 0.007
H 0.3278 -2.2546 3.8663 0.106
H -1.1712 -1.3636 4.3678 0.108
H -1.9829 -3.6322 5.3301 0.104
H -0.5799 -3.1615 6.1892 0.111
H -0.7393 -4.5934 3.7257 0.064

---

# 3
90
Properties=species:S:1:pos:R:3:lowdin_charge:R:1 method="wB97M-V/def2-TZVPD" multiplicity=1 charge=0 smiles="CC(=O)OCCCCCC[C@@]1(B(O)O)OC(=O)O[C@]1(CCF)CCCO.COC(=O)OC.COC(=O)OC.COC(=O)OC" homo_lumo_gap_ev=10.26 energy_ev=-64874.58616 homo_energy_ev=-10.144
C 5.1335 -0.9720 2.1503 0.007
C 4.6912 0.1969 2.9871 -0.506
O 5.2311 0.4654 4.0478 0.098
O 3.6473 0.9494 2.5547 0.000
C 3.5488 1.1069 1.1300 -0.188
C 2.5774 2.2281 0.8333 -0.158
C 1.2041 1.7213 0.3789 -0.191
C 0.0543 2.6744 0.7510 -0.176
C -0.7794 2.1653 1.9386 -0.145
C -2.2675 2.5465 1.8782 -0.095
C -3.1688 1.4506 1.3040 -0.237
B -3.0853 1.4884 -0.3018 -0.570
O -3.0997 0.2935 -1.0026 0.178
O -3.0518 2.6626 -1.0060 0.186
O -2.6917 0.1330 1.6644 0.066
C -3.0147 0.0321 2.9959 -0.486
O -2.3502 -0.5348 3.8568 0.143
O -4.1808 0.6848 3.1869 0.101
C -4.5803 1.3442 1.9424 -0.328
C -5.1322 2.7018 2.3356 -0.064
C -6.5665 2.7339 2.7944 -0.197
F -6.7136 2.1124 4.0144 -0.021
C -5.4703 0.4360 1.1357 -0.081
C -6.5825 -0.2607 1.9553 -0.149
C -6.7782 -1.6946 1.5317 -0.245
O -6.7335 -1.8103 0.1131 -0.065
H 5.7980 -1.5484 2.7723 0.083
H 5.6828 -0.6644 1.2711 0.081
H 4.3123 -1.6116 1.8542 0.091
H 3.1881 0.1742 0.7085 0.119
H 4.5246 1.3293 0.7135 0.126
H 2.9716 2.8939 0.0763 0.116
H 2.4362 2.7910 1.7487 0.118
H 1.0438 0.7511 0.8359 0.105
H 1.1986 1.5738 -0.6957 0.107
H -0.5746 2.9055 -0.0994 0.091
H 0.5105 3.6122 1.0463 0.108
H -0.3805 2.6408 2.8261 0.119
H -0.6305 1.1076 2.0921 0.106
H -2.5721 2.8372 2.8761 0.117
H -2.3590 3.4405 1.2764 0.123
H -2.2322 -0.0975 -1.1139 0.115
H -2.4101 2.5934 -1.7134 0.111
H -5.0583 3.4135 1.5207 0.145
H -4.5407 3.0661 3.1615 0.125
H -6.8791 3.7650 2.9275 0.121
H -7.2461 2.2908 2.0791 0.105
H -5.9452 0.9716 0.3215 0.143
H -4.8941 -0.3482 0.6681 0.115
H -7.4989 0.2946 1.8059 0.101
H -6.3598 -0.2482 3.0135 0.118
H -7.7479 -2.0183 1.8982 0.118
H -6.0157 -2.3065 2.0078 0.120
H -7.2586 -2.5800 -0.0923 0.072
C -13.6487 -1.8558 1.1136 -0.039
O -12.9401 -1.7727 -0.1243 0.007
C -11.6832 -1.3529 -0.0057 -0.630
O -11.1330 -1.0566 1.0212 0.122
O -11.1388 -1.3218 -1.2187 0.011
C -9.7793 -0.8804 -1.2306 -0.029
H -14.6475 -2.2065 0.8722 0.093
H -13.1683 -2.5648 1.7847 0.097
H -13.7128 -0.8778 1.5861 0.097
H -9.1534 -1.5445 -0.6440 0.072
H -9.7017 0.1365 -0.8513 0.101
H -9.4501 -0.9018 -2.2650 0.098
C 9.3661 -2.2084 0.4984 -0.029
O 9.3711 -2.8989 -0.7542 -0.004
C 8.2972 -2.6752 -1.5073 -0.639
O 7.3702 -1.9676 -1.2205 0.124
O 8.4307 -3.3705 -2.6347 -0.023
C 7.3405 -3.2202 -3.5486 -0.032
H 10.2887 -2.4796 1.0019 0.095
H 9.3413 -1.1317 0.3432 0.100
H 8.5182 -2.5201 1.1046 0.094
H 7.2443 -2.1827 -3.8627 0.102
H 6.4128 -3.5671 -3.0991 0.098
H 7.5764 -3.8371 -4.4107 0.096
C 12.5463 0.7857 -6.8322 -0.041
O 12.7617 -0.2097 -5.8310 0.006
C 11.6486 -0.6394 -5.2402 -0.629
O 10.5329 -0.2627 -5.4837 0.123
O 11.9837 -1.5550 -4.3378 0.017
C 10.8714 -2.1035 -3.6233 -0.037
H 13.5253 1.0418 -7.2257 0.093
H 11.9244 0.3951 -7.6351 0.097
H 12.0866 1.6723 -6.4004 0.097
H 10.1861 -2.6002 -4.3016 0.092
H 10.3569 -1.3205 -3.0691 0.101
H 11.2726 -2.8300 -2.9252 0.099

---

Which value of charge does entry 1 give?
0